Record 1
{
  "formula": "C53H35ClMoN5O2",
  "method": "the ωB97M-V functional and the def2-TZVPD basis",
  "energy_ha": -2993.250939,
  "e_above_lowest_kcal_mol": 0.00,
  "lumo_ev": -3.57,
  "charge": 1,
  "homo_energy_ev": -9.602,
  "orbital_gap_ev": 6.029,
  "species": ["Mo", "C", "C", "C", "C", "C", "C", "C", "C", "C", "C", "C", "C", "C", "C", "C", "C", "C", "C", "C", "N", "C", "C", "C", "C", "C", "C", "C", "C", "C", "C", "C", "C", "N", "C", "C", "C", "C", "C", "N", "C", "C", "C", "C", "C", "C", "C", "C", "N", "H", "H", "H", "H", "H", "H", "H", "H", "H", "H", "H", "H", "H", "H", "H", "H", "H", "H", "H", "H", "H", "H", "H", "H", "H", "H", "H", "H", "Cl", "C", "C", "C", "C", "O", "C", "C", "O", "C", "H", "H", "H", "H", "C", "C", "N", "H", "H", "H"],
  "xyz": [[-0.0171, -0.1604, -0.0288], [-5.6354, 2.4713, -4.7294], [-4.3694, 2.5532, -5.2921], [-3.2575, 2.1523, -4.5660], [-3.4028, 1.6670, -3.2697], [-4.6743, 1.5980, -2.7071], [-5.7868, 1.9929, -3.4357], [-2.2188, 1.2526, -2.4652], [-1.8531, 2.0441, -1.3942], [-2.4189, 3.3291, -1.1227], [-1.7512, 3.8257, -0.0610], [-0.7897, 2.8386, 0.3329], [0.0537, 3.0127, 1.4215], [-0.1124, 4.2400, 2.2533], [-1.2213, 4.3803, 3.0830], [-1.3798, 5.5176, 3.8603], [-0.4313, 6.5295, 3.8117], [0.6752, 6.3986, 2.9846], [0.8367, 5.2574, 2.2128], [1.0738, 2.1363, 1.7458], [1.3731, 0.9792, 1.0560], [2.5234, 0.4979, 1.6481], [3.2195, -0.6229, 1.2308], [4.4554, -0.9965, 1.9782], [4.3675, -1.5032, 3.2719], [5.5145, -1.8470, 3.9719], [6.7613, -1.6816, 3.3852], [6.8555, -1.1761, 2.0962], [5.7080, -0.8383, 1.3940], [2.8451, -1.3938, 0.1415], [3.5744, -2.5628, -0.2548], [2.9479, -3.0740, -1.3342], [1.8384, -2.2148, -1.6049], [1.7620, -1.1889, -0.6902], [0.9986, -2.3610, -2.6851], [-0.0172, -1.4643, -2.9519], [-0.8771, -1.6093, -4.0837], [-1.7986, -0.6291, -4.0021], [-1.4914, 0.1367, -2.8340], [-0.3849, -0.3800, -2.1766], [1.2168, -3.5086, -3.6145], [0.6024, -4.7333, -3.3774], [0.8128, -5.7997, -4.2402], [1.6396, -5.6477, -5.3444], [2.2552, -4.4273, -5.5841], [2.0455, -3.3608, -4.7213], [2.9219, 1.3465, 2.7278], [2.0179, 2.3486, 2.7978], [-0.8421, 1.7499, -0.5131], [-6.5017, 2.7838, -5.2970], [-4.2452, 2.9356, -6.2965], [-2.2685, 2.2277, -5.0016], [-4.7881, 1.2338, -1.6927], [-6.7711, 1.9308, -2.9908], [-3.1954, 3.7989, -1.7023], [-1.8713, 4.7896, 0.4025], [-1.9614, 3.5903, 3.1194], [-2.2435, 5.6132, 4.5050], [-0.5546, 7.4178, 4.4167], [1.4143, 7.1873, 2.9375], [1.6967, 5.1604, 1.5614], [3.3943, -1.6327, 3.7311], [5.4336, -2.2445, 4.9749], [7.6569, -1.9457, 3.9314], [7.8255, -1.0421, 1.6359], [5.7820, -0.4408, 0.3889], [4.4538, -2.9358, 0.2418], [3.2088, -3.9443, -1.9132], [-0.7722, -2.3696, -4.8394], [-2.6138, -0.4268, -4.6751], [-0.0406, -4.8493, -2.5130], [0.3322, -6.7501, -4.0490], [1.8043, -6.4787, -6.0171], [2.9013, -4.3041, -6.4431], [2.5262, -2.4075, -4.9051], [3.7963, 1.2045, 3.3396], [1.9958, 3.1680, 3.4957], [-2.6899, -1.5390, 6.8755], [-2.2495, -1.0379, 5.2770], [-2.8509, 0.1219, 4.7330], [-2.5366, 0.5586, 3.4801], [-1.5889, -0.1432, 2.6853], [-1.3206, 0.2986, 1.5039], [-1.0002, -1.2995, 3.2428], [-0.0392, -2.0075, 2.4946], [0.3595, -1.6933, 1.3562], [-1.3429, -1.7381, 4.5486], [-3.5725, 0.6618, 5.3323], [-3.0023, 1.4398, 3.0595], [0.4131, -2.9038, 2.9337], [-0.8741, -2.6253, 4.9561], [-3.7732, -3.0353, -0.1702], [-2.6040, -2.1686, -0.2234], [-1.6888, -1.4856, -0.2897], [-4.5576, -2.6275, -0.8052], [-4.1320, -3.0869, 0.8568], [-3.5089, -4.0337, -0.5131]]
}

Record 2
{
  "formula": "C50H86ClN5O37S3",
  "method": "the ωB97M-V functional and the def2-TZVPD basis",
  "energy_ha": -6668.988456,
  "lumo_ev": -0.10,
  "homo_energy_ev": -10.343,
  "orbital_gap_ev": 10.248,
  "species": ["N", "H", "H", "H", "H", "Cl", "O", "O", "O", "O", "C", "C", "O", "S", "O", "O", "O", "H", "H", "H", "H", "C", "C", "O", "S", "O", "O", "O", "H", "H", "H", "H", "C", "C", "O", "S", "O", "O", "O", "H", "H", "H", "H", "C", "C", "C", "C", "N", "H", "H", "H", "H", "H", "H", "H", "C", "C", "C", "C", "N", "H", "H", "H", "H", "H", "H", "H", "C", "C", "C", "C", "N", "H", "H", "H", "H", "H", "H", "H", "C", "C", "C", "C", "N", "H", "H", "H", "H", "H", "H", "H", "C", "C", "C", "O", "C", "O", "O", "H", "H", "H", "H", "H", "H", "C", "C", "C", "O", "C", "O", "O", "H", "H", "H", "H", "H", "H", "C", "C", "C", "O", "C", "O", "O", "H", "H", "H", "H", "H", "H", "C", "C", "C", "O", "C", "O", "O", "H", "H", "H", "H", "H", "H", "C", "C", "C", "O", "C", "O", "O", "H", "H", "H", "H", "H", "H", "C", "C", "C", "O", "C", "O", "O", "H", "H", "H", "H", "H", "H", "C", "C", "C", "O", "C", "O", "O", "H", "H", "H", "H", "H", "H"],
  "xyz": [[-22.5922, 6.2552, -10.1720], [-23.0134, 6.0577, -9.2464], [-22.6316, 5.3571, -10.6974], [-21.6329, 6.5049, -9.9285], [-23.1463, 6.9693, -10.7429], [-24.7490, 3.6606, -10.6601], [-23.8784, 3.5078, -9.4650], [-24.0613, 4.1933, -11.7728], [-25.2826, 2.3873, -11.0623], [-25.8547, 4.5514, -10.3755], [-22.6108, -0.3669, -14.4662], [-21.5013, -1.3787, -14.7305], [-22.2464, -2.6374, -14.7364], [-23.3665, -2.5868, -13.6490], [-22.9958, -3.2826, -12.4507], [-24.5788, -2.9524, -14.3170], [-23.4041, -1.0383, -13.3805], [-23.2359, -0.3028, -15.3529], [-22.1477, 0.5722, -14.0695], [-20.7072, -1.5048, -13.9995], [-21.1068, -1.2257, -15.7103], [-29.7833, 2.6155, -11.0849], [-28.5881, 3.5989, -10.8789], [-28.8546, 4.2077, -9.5517], [-30.3427, 3.8976, -9.1510], [-31.2363, 4.7156, -9.8796], [-30.4355, 3.7626, -7.7603], [-30.3527, 2.4099, -9.7921], [-29.5006, 1.6666, -11.5126], [-30.4793, 3.0987, -11.8309], [-28.6367, 4.3508, -11.6730], [-27.5510, 3.1185, -10.7834], [-29.0011, 7.6138, -11.0458], [-27.6460, 7.0824, -11.1170], [-27.4687, 6.5099, -12.4218], [-28.3386, 7.3477, -13.4289], [-28.7452, 6.4548, -14.4628], [-27.6313, 8.5345, -13.7807], [-29.4889, 7.6774, -12.4404], [-28.9957, 8.5932, -10.5782], [-29.7243, 6.9874, -10.5424], [-27.3542, 6.3759, -10.3647], [-27.0007, 7.9354, -10.9918], [-23.1717, 10.2540, -15.3076], [-23.8696, 11.0237, -14.2008], [-25.0195, 10.3428, -13.4649], [-24.5077, 9.0767, -12.8854], [-24.0813, 8.1260, -12.3986], [-23.9573, 9.8633, -15.9477], [-22.6295, 9.4516, -14.8255], [-22.5996, 10.9264, -16.0121], [-24.3661, 11.9490, -14.5593], [-23.1370, 11.4280, -13.4996], [-25.9024, 10.2136, -14.0573], [-25.2973, 10.9736, -12.5740], [-19.9260, 4.8067, -18.0643], [-18.6579, 4.3660, -17.2697], [-18.8731, 4.3155, -15.7448], [-19.8366, 3.2886, -15.3309], [-20.5781, 2.4404, -15.1098], [-19.6113, 5.0692, -19.1503], [-20.3987, 5.6945, -17.5949], [-20.6401, 3.9706, -18.1476], [-17.9549, 5.1734, -17.4440], [-18.2029, 3.4460, -17.5717], [-19.2275, 5.2883, -15.3532], [-17.9448, 4.0420, -15.2445], [-21.1431, 11.6574, -8.5852], [-20.9297, 10.3242, -7.9467], [-22.2725, 9.7430, -7.5767], [-23.1223, 9.5209, -8.7074], [-23.8051, 9.3460, -9.6173], [-21.4041, 12.3332, -7.7383], [-21.8286, 11.7267, -9.4410], [-20.2004, 12.0476, -8.9652], [-20.3168, 10.3814, -7.0316], [-20.4555, 9.6673, -8.6423], [-22.8260, 10.4497, -6.9519], [-22.1008, 8.7732, -7.1199], [-20.6223, 4.7553, -4.1687], [-20.5864, 3.9164, -5.4697], [-21.9260, 3.8878, -6.1381], [-22.4170, 5.1940, -6.6077], [-22.7149, 6.2659, -6.8730], [-19.6517, 4.9592, -3.7560], [-21.3328, 4.3701, -3.4691], [-21.0847, 5.7032, -4.3925], [-20.3199, 2.9012, -5.2028], [-19.7052, 4.2549, -6.0278], [-22.7158, 3.5383, -5.3894], [-21.9764, 3.1591, -6.9703], [-25.7273, 4.6194, -15.9885], [-25.5435, 3.4840, -14.9452], [-26.6280, 3.2420, -14.0041], [-26.7529, 1.8145, -13.9423], [-26.0461, 1.2847, -14.9890], [-26.1328, 0.1510, -15.2467], [-25.2943, 2.2463, -15.5574], [-26.5549, 4.3238, -16.6522], [-24.8832, 4.9454, -16.6068], [-26.0984, 5.4459, -15.3751], [-24.6521, 3.6412, -14.3164], [-27.6317, 3.5854, -14.3044], [-26.4433, 3.5684, -12.9685], [-23.3051, -0.7350, -9.7758], [-23.3558, 0.2014, -8.5823], [-23.3643, -0.5758, -7.2597], [-22.0833, -0.3233, -6.7086], [-21.4092, 0.5687, -7.4660], [-20.2908, 0.9206, -7.2832], [-22.1115, 0.9827, -8.5328], [-24.1383, -1.3971, -9.7673], [-22.4157, -1.4042, -9.6665], [-23.1824, -0.1894, -10.7280], [-24.1527, 0.9297, -8.6318], [-23.4869, -1.6616, -7.3482], [-24.0615, -0.1731, -6.5018], [-26.8283, 2.0300, -7.2401], [-26.4318, 3.2959, -6.4733], [-27.4963, 3.7701, -5.5172], [-26.7332, 4.3407, -4.4265], [-25.3979, 3.8842, -4.5209], [-24.5799, 4.0773, -3.6773], [-25.2784, 3.0404, -5.5393], [-27.7028, 2.2918, -7.7862], [-27.1052, 1.3000, -6.5278], [-25.9957, 1.6001, -7.7963], [-26.0907, 4.0966, -7.1313], [-28.0443, 2.9489, -5.0920], [-28.2197, 4.4088, -5.9967], [-27.1695, -3.2894, -12.6821], [-26.8496, -2.0600, -11.9360], [-27.8075, -0.8517, -12.0991], [-27.7842, -0.2722, -10.7828], [-27.4026, -1.2067, -9.8948], [-27.4628, -1.1157, -8.7350], [-26.9176, -2.2723, -10.5013], [-26.3480, -4.0594, -12.6105], [-27.1402, -3.1651, -13.7661], [-28.1587, -3.6544, -12.4183], [-25.8494, -1.6443, -12.0343], [-28.8316, -1.2608, -12.2687], [-27.4705, -0.0931, -12.8660], [-20.9098, 1.5964, -12.0590], [-20.4651, 2.8340, -11.1135], [-19.1911, 2.6440, -10.3329], [-18.1409, 2.9260, -11.3042], [-18.6894, 3.8714, -12.1500], [-18.0881, 4.5335, -12.9232], [-20.0569, 3.9352, -11.9944], [-20.0916, 1.3408, -12.7166], [-21.8837, 1.8808, -12.4888], [-21.0772, 0.7325, -11.4389], [-21.3796, 3.0704, -10.5500], [-19.0752, 1.6197, -9.9821], [-19.0843, 3.3123, -9.4967], [-15.9280, 5.2990, -10.2326], [-16.6055, 5.7891, -8.8701], [-16.6897, 7.3287, -8.6075], [-18.0261, 7.6934, -9.0999], [-18.7664, 6.5588, -9.1019], [-19.9440, 6.4900, -9.3160], [-18.0102, 5.4444, -8.8803], [-16.1628, 4.2426, -10.3672], [-14.8994, 5.4729, -10.1932], [-16.3982, 5.7661, -11.0407], [-16.1593, 5.2051, -8.0223], [-16.0385, 7.9405, -9.2192], [-16.6433, 7.6144, -7.6482], [-26.0983, 7.7288, -4.3862], [-26.3896, 7.9583, -5.8939], [-25.7262, 6.8752, -6.8036], [-26.6779, 6.8094, -7.8595], [-27.8953, 7.2715, -7.4903], [-28.8697, 7.0701, -8.0781], [-27.7775, 7.8211, -6.2650], [-26.7781, 8.3065, -3.7088], [-25.0295, 7.9700, -4.1682], [-26.3762, 6.6831, -4.1275], [-26.0079, 8.9109, -6.2550], [-25.6779, 6.0067, -6.1784], [-24.6857, 7.1080, -7.1344]]
}

Record 3
{
  "formula": "C3H7NO4P",
  "method": "the ωB97M-V functional and the def2-TZVPD basis",
  "energy_ha": -815.661769,
  "e_above_lowest_kcal_mol": 21.98,
  "smiles": "CCO[P@](N)(=O)C(=O)[O-]",
  "lumo_ev": 3.88,
  "charge": -1,
  "homo_energy_ev": -4.295,
  "orbital_gap_ev": 8.175,
  "species": ["C", "C", "C", "N", "O", "O", "O", "O", "P", "H", "H", "H", "H", "H", "H", "H"],
  "xyz": [[2.0516, 0.9289, -0.4322], [-1.3711, 1.5686, 0.3064], [-1.5351, 0.0773, 0.3283], [0.3905, -2.1523, -0.9852], [1.7728, 1.8991, 0.1478], [2.6714, 0.5002, -1.3714], [1.8421, -1.5590, 1.4877], [-0.3812, -0.4530, 0.9823], [1.1267, -0.7608, 0.4366], [-1.7859, 1.8406, 1.3417], [-0.3879, 1.9209, 0.1612], [-1.9658, 2.2100, -0.5225], [-1.3910, -0.4274, -0.6200], [-2.4946, -0.4139, 0.7064], [0.2702, -2.9206, -0.3582], [1.1874, -2.2586, -1.6089]]
}